(1)
Density functional theory data (wB97M-V/def2-TZVPD) for C16H20BeN4O4SeSi as an isolated structure at a distorted geometry.

Each line ends with the Löwdin charge.
Atoms and positions in Å:
Be1 1.08 -1.01 -0.14  0.045
O1 5.46 4.58 -0.53  0.059
N1 4.24 4.40 -0.28  -0.291
O2 3.38 5.31 -0.22  0.068
C1 3.84 3.03 -0.10  -0.075
C2 4.92 2.14 0.12  0.105
C3 4.62 0.76 0.16  -0.102
C4 5.57 -0.30 0.31  0.033
C5 5.13 -1.60 0.34  -0.017
C6 3.77 -1.90 0.18  0.004
N2 2.84 -0.92 0.03  0.123
C7 3.25 0.36 -0.03  -0.098
C8 2.23 1.34 -0.19  -0.092
N3 0.99 0.79 -0.29  0.122
C9 -0.06 1.59 -0.35  -0.040
C10 0.07 2.95 -0.31  0.010
C11 1.30 3.55 -0.10  0.056
C12 2.46 2.74 -0.12  -0.048
H1 5.93 2.56 0.21  0.142
H2 6.60 -0.06 0.54  0.123
H3 5.80 -2.42 0.64  0.125
H4 3.39 -2.89 0.15  0.116
H5 -1.04 1.07 -0.40  0.069
H6 -0.82 3.54 -0.47  0.124
H7 1.43 4.58 0.15  0.109
C13 -5.24 -2.54 -0.91  -0.268
Si1 -5.12 -1.01 0.17  0.003
C14 -6.36 -1.55 1.52  -0.234
C15 -5.71 0.60 -0.66  -0.249
Se1 -2.97 -0.73 0.79  0.118
H8 -6.24 -2.58 -1.35  0.015
H9 -5.14 -3.46 -0.29  0.034
H10 -4.57 -2.56 -1.73  -0.005
H11 -7.36 -1.42 1.20  -0.001
H12 -6.07 -0.90 2.36  0.011
H13 -6.19 -2.60 1.85  0.033
H14 -6.80 0.53 -0.71  0.010
H15 -5.35 0.74 -1.69  0.023
H16 -5.36 1.47 -0.09  0.009
O3 0.93 -3.70 -0.58  -0.015
C16 0.38 -2.93 -1.36  -0.466
O4 0.49 -1.66 -1.44  -0.054
H17 -0.32 -3.33 -2.11  0.141
N4 0.30 -1.56 1.20  0.102
H18 0.73 -1.15 2.05  0.111
H19 0.31 -2.59 1.31  0.105
H20 -0.70 -1.24 1.17  -0.090

Summary:
energy relative to the best compared isomer or geometry (same formula, charge and spin) = 10.0 kcal per mole
HOMO-LUMO gap = 0.1260 Eh

(2)
Density functional theory data (wB97M-V/def2-TZVPD) for C16H29IrN3P2 as an isolated structure at a distorted geometry.

Each line ends with the Löwdin spin population.
Atoms and positions in Å:
Ir1 0.98 -1.45 -0.33  0.881
H1 3.10 -0.88 -0.25  0.150
H2 2.69 -1.07 0.37  0.105
P1 1.33 -1.79 -2.50  0.128
P2 0.48 -2.67 1.52  0.169
C1 -0.60 -1.57 2.50  0.062
H3 -0.92 -2.03 3.45  0.011
H4 -0.10 -0.62 2.74  0.005
H5 -1.51 -1.34 1.92  0.001
C2 -0.45 -4.26 1.48  0.030
H6 0.18 -5.01 0.98  0.004
H7 -0.72 -4.61 2.49  0.005
H8 -1.37 -4.09 0.89  0.005
C3 1.97 -2.97 2.55  0.028
H9 2.52 -2.02 2.68  0.002
H10 1.73 -3.38 3.54  0.006
H11 2.62 -3.68 2.02  0.000
C4 0.33 -3.07 -3.36  0.016
H12 0.44 -3.00 -4.45  0.002
H13 0.66 -4.06 -3.02  0.003
H14 -0.73 -2.93 -3.09  0.004
C5 0.85 -0.29 -3.42  0.049
H15 1.36 0.59 -3.02  0.003
H16 1.12 -0.38 -4.48  0.008
H17 -0.24 -0.12 -3.38  0.000
C6 3.09 -1.99 -2.97  0.027
H18 3.43 -2.96 -2.58  0.001
H19 3.21 -1.96 -4.06  0.005
H20 3.66 -1.18 -2.49  0.005
H21 2.20 -2.44 -0.61  0.055
H22 0.37 -2.95 -0.56  0.118
N1 -2.63 7.87 3.54  0.254
C7 -2.32 6.94 2.89  0.053
C8 -2.02 5.80 2.09  0.372
C9 -0.90 5.02 2.41  0.089
C10 -0.61 3.87 1.67  0.195
C11 -1.43 3.47 0.60  0.411
C12 -2.52 4.28 0.25  0.109
C13 -2.83 5.41 1.02  0.191
N2 -1.20 2.23 -0.02  0.077
C14 -2.00 1.62 -1.00  0.035
C15 -1.53 0.36 -1.17  0.036
N3 -0.38 0.22 -0.38  0.115
C16 -0.22 1.33 0.33  0.139
H23 -0.27 5.32 3.25  0.000
H24 0.26 3.27 1.94  0.010
H25 -3.15 4.06 -0.62  0.003
H26 -3.72 5.97 0.77  0.006
H27 -2.82 2.12 -1.49  0.002
H28 -1.92 -0.44 -1.77  0.000
H29 0.52 1.48 1.10  0.015

Summary:
2S+1 = 5
HOMO-LUMO gap (spin up / spin down) = 0.1996 / 0.1855 Eh
charge = +1

(3)
Density functional theory data (wB97M-V/def2-TZVPD) for a 14-piece molecular cluster, C42H77N7O7S7 overall at a distorted geometry.

Each line ends with the Löwdin charge.
Atoms and positions in Å:
C1 5.87 1.82 0.52  -0.264
S1 5.20 1.34 2.13  0.815
O1 5.75 2.37 3.09  -0.577
C2 3.51 1.87 1.75  -0.254
H1 6.93 1.58 0.37  0.055
H2 5.85 2.91 0.44  0.064
H3 5.34 1.27 -0.27  0.022
H4 3.54 2.90 1.42  0.045
H5 2.91 1.67 2.64  0.032
H6 3.13 1.26 0.92  0.025
C3 -4.05 0.20 0.23  -0.228
S2 -4.18 -1.47 0.97  0.786
O2 -3.78 -1.35 2.41  -0.570
C4 -5.98 -1.76 0.85  -0.249
H7 -3.02 0.41 -0.05  0.038
H8 -4.35 0.83 1.07  0.017
H9 -4.71 0.39 -0.61  0.062
H10 -6.23 -1.75 -0.22  0.044
H11 -6.51 -0.95 1.36  0.058
H12 -6.29 -2.73 1.22  0.050
C5 -2.43 -5.08 -2.19  -0.227
S3 -2.37 -3.40 -1.57  0.887
O3 -0.94 -2.93 -1.89  -0.602
C6 -3.50 -2.46 -2.68  -0.221
H13 -3.41 -5.54 -2.18  0.062
H14 -1.67 -5.76 -1.79  0.065
H15 -2.12 -5.00 -3.24  0.033
H16 -3.47 -1.40 -2.44  0.050
H17 -4.51 -2.83 -2.51  0.059
H18 -3.23 -2.54 -3.73  0.023
C7 0.44 5.34 5.08  -0.254
S4 0.50 3.56 4.78  0.858
O4 0.55 3.34 3.30  -0.570
C8 2.15 3.26 5.45  -0.237
H19 1.13 5.90 4.44  0.059
H20 0.68 5.59 6.11  0.060
H21 -0.51 5.82 4.86  0.043
H22 2.36 2.23 5.16  0.046
H23 2.16 3.30 6.53  0.060
H24 2.92 3.93 5.06  0.068
C9 -0.68 -1.60 -7.60  -0.264
S5 -1.89 -1.37 -6.28  0.846
O5 -2.76 -2.61 -6.14  -0.584
C10 -0.78 -1.39 -4.78  -0.240
H25 0.07 -0.81 -7.55  0.056
H26 -1.17 -1.34 -8.54  0.045
H27 -0.29 -2.61 -7.66  0.058
H28 -0.17 -0.49 -4.71  0.055
H29 -0.09 -2.23 -4.90  0.029
H30 -1.28 -1.62 -3.85  0.002
C11 3.94 -4.91 -0.16  -0.231
S6 3.78 -3.41 -1.22  0.877
O6 2.28 -3.10 -1.15  -0.589
C12 4.41 -2.23 0.01  -0.259
H31 4.96 -5.07 0.18  0.056
H32 3.42 -5.70 -0.69  0.031
H33 3.37 -4.62 0.73  0.048
H34 5.28 -2.57 0.58  0.059
H35 3.69 -2.08 0.82  0.065
H36 4.73 -1.31 -0.47  0.023
C13 -2.96 4.56 3.43  -0.246
S7 -3.92 3.02 3.10  0.837
O7 -4.18 3.07 1.61  -0.567
C14 -2.62 1.81 3.40  -0.261
H37 -1.99 4.30 2.99  0.018
H38 -2.79 4.78 4.48  0.043
H39 -3.37 5.46 2.97  0.054
H40 -2.10 1.86 4.36  0.047
H41 -1.88 1.92 2.60  0.046
H42 -2.99 0.80 3.20  0.018
N1 -0.07 -0.56 -1.06  0.038
C15 0.42 -0.27 0.18  -0.141
C16 0.22 1.06 0.42  -0.131
C17 -0.40 1.61 -0.72  -0.107
C18 -0.55 0.57 -1.63  -0.135
H43 -0.17 -1.50 -1.42  0.069
H44 0.68 -1.03 0.91  0.100
H45 0.51 1.60 1.31  0.081
H46 -0.63 2.66 -0.80  0.080
H47 -1.00 0.57 -2.61  0.101
N2 -1.07 -1.87 5.94  0.009
C19 -0.82 -1.52 4.66  -0.149
C20 0.53 -1.27 4.52  -0.103
C21 1.08 -1.43 5.81  -0.124
C22 0.09 -1.91 6.65  -0.138
H48 -1.97 -2.07 6.33  0.150
H49 -1.66 -1.37 4.00  0.095
H50 1.08 -0.91 3.66  0.081
H51 2.15 -1.41 5.97  0.086
H52 0.18 -2.12 7.70  0.101
N3 1.31 5.21 1.56  -0.008
C23 2.49 5.86 1.28  -0.142
C24 2.31 6.51 0.07  -0.113
C25 1.00 6.23 -0.38  -0.119
C26 0.41 5.43 0.56  -0.155
H53 1.16 4.49 2.29  0.060
H54 3.28 5.57 1.95  0.101
H55 3.04 7.17 -0.39  0.083
H56 0.48 6.49 -1.29  0.089
H57 -0.57 4.96 0.59  0.098
N4 0.66 -4.58 -3.47  0.035
C27 -0.02 -4.78 -4.65  -0.169
C28 0.53 -5.83 -5.34  -0.095
C29 1.57 -6.32 -4.53  -0.115
C30 1.68 -5.49 -3.45  -0.140
H58 0.52 -3.86 -2.77  0.083
H59 -0.83 -4.10 -4.87  0.080
H60 0.22 -6.16 -6.32  0.093
H61 2.21 -7.17 -4.67  0.090
H62 2.33 -5.45 -2.59  0.066
N5 2.75 1.08 -1.63  0.030
C31 3.22 2.36 -1.72  -0.137
C32 4.35 2.30 -2.50  -0.124
C33 4.48 0.96 -3.01  -0.096
C34 3.55 0.22 -2.34  -0.155
H63 1.88 0.84 -1.16  0.075
H64 2.86 3.05 -0.97  0.109
H65 5.09 3.09 -2.57  0.092
H66 5.25 0.61 -3.69  0.088
H67 3.36 -0.84 -2.35  0.080
N6 0.32 -4.24 0.74  0.017
C35 -0.50 -3.59 1.64  -0.116
C36 -0.94 -4.58 2.54  -0.096
C37 -0.38 -5.80 2.13  -0.128
C38 0.48 -5.53 1.12  -0.173
H68 0.65 -3.91 -0.15  0.080
H69 -0.95 -2.64 1.39  0.087
H70 -1.61 -4.41 3.37  0.086
H71 -0.48 -6.74 2.65  0.091
H72 1.09 -6.27 0.62  0.105
N7 -4.83 5.37 -1.99  0.005
C39 -5.04 4.69 -3.14  -0.156
C40 -4.23 3.58 -3.15  -0.108
C41 -3.45 3.66 -1.96  -0.109
C42 -3.81 4.80 -1.27  -0.126
H73 -5.29 6.24 -1.76  0.143
H74 -5.83 4.95 -3.82  0.103
H75 -4.05 2.83 -3.90  0.085
H76 -2.62 3.02 -1.69  0.063
H77 -3.37 5.18 -0.37  0.098

Summary:
energy relative to the best compared isomer or geometry (same formula, charge and spin) = 0.0 kcal per mole
HOMO-LUMO gap = 0.2942 Eh

(4)
Density functional theory data (wB97M-V/def2-TZVPD) for C10H20CdN2PS as an isolated structure at a distorted geometry.

Each line ends with the Löwdin charge.
Atoms and positions in Å:
C1 -0.88 -0.11 -3.03  -0.303
C2 0.12 -0.24 -4.09  -0.350
C3 0.14 -1.63 -4.44  -0.378
C4 -0.64 -2.33 -3.46  -0.330
C5 -1.32 -1.37 -2.66  -0.279
Cd1 1.24 -1.41 -2.50  0.739
P1 -0.03 2.23 -0.69  0.688
H1 -1.30 0.82 -2.64  0.030
H2 0.54 0.58 -4.68  0.071
H3 0.44 -1.98 -5.43  0.083
H4 -1.99 -1.61 -1.82  0.072
H5 -0.88 -3.38 -3.55  0.068
H6 -1.15 2.86 -0.08  -0.165
H7 0.01 3.20 -1.73  -0.163
H8 0.94 2.92 0.11  -0.158
C6 2.80 -0.09 1.94  -0.124
N1 1.39 0.21 2.12  -0.230
C7 1.08 1.54 2.67  -0.101
C8 0.45 -0.41 1.35  -0.831
S1 0.90 -1.44 0.05  0.296
N2 -0.84 -0.21 1.76  -0.238
C9 -1.21 -0.14 3.18  -0.079
C10 -1.90 -0.62 0.86  -0.137
H9 3.34 0.45 2.73  0.072
H10 3.17 0.26 0.96  0.079
H11 2.98 -1.16 2.05  0.071
H12 0.37 2.09 2.03  0.036
H13 0.70 1.48 3.69  0.065
H14 2.02 2.10 2.71  0.078
H15 -1.32 0.89 3.56  0.069
H16 -2.19 -0.61 3.29  0.075
H17 -0.50 -0.69 3.81  0.090
H18 -1.84 -0.06 -0.09  0.045
H19 -1.79 -1.70 0.67  0.061
H20 -2.86 -0.43 1.35  0.077

Summary:
HOMO-LUMO gap = 0.1210 Eh
charge = -1

(5)
Density functional theory data (wB97M-V/def2-TZVPD) for C21H42N2O3Rb as an isolated structure at a distorted geometry.

Each line ends with the Löwdin charge.
Atoms and positions in Å:
Rb1 -3.72 3.02 1.71  0.797
C1 1.15 3.38 6.06  -0.066
C2 2.45 3.22 5.20  -0.478
C3 3.64 3.68 6.21  -0.145
C4 5.06 3.23 5.79  -0.188
C5 5.11 1.74 5.40  -0.142
C6 3.93 1.21 4.43  -0.488
N1 2.61 1.76 4.87  -0.183
O1 1.41 1.15 4.25  -0.339
C7 3.97 -0.31 4.64  -0.082
C8 4.38 1.53 2.99  -0.049
C9 2.48 4.08 3.94  -0.072
H1 1.23 4.25 6.72  0.056
H2 0.93 2.60 6.79  0.075
H3 0.30 3.52 5.38  0.056
H4 3.37 3.33 7.21  0.097
H5 3.55 4.76 6.23  0.096
H6 5.78 3.50 6.56  0.097
H7 5.15 3.77 4.84  0.086
H8 5.10 1.23 6.37  0.097
H9 6.04 1.46 4.91  0.093
H10 3.69 -0.62 5.64  0.074
H11 4.89 -0.88 4.55  0.069
H12 3.27 -0.75 3.93  0.069
H13 3.74 0.98 2.30  0.075
H14 5.45 1.38 2.82  0.069
H15 4.16 2.57 2.76  0.049
H16 1.94 5.00 4.16  0.063
H17 2.01 3.53 3.13  0.074
H18 3.45 4.51 3.71  0.060
C10 -2.01 -2.00 -3.04  -0.073
C11 -2.86 -3.13 -3.67  -0.497
C12 -1.80 -3.92 -4.43  -0.183
C13 -2.26 -5.20 -5.13  -0.180
C14 -2.88 -6.11 -4.00  -0.166
C15 -3.87 -5.45 -3.07  -0.480
N2 -3.41 -4.11 -2.63  -0.168
O2 -4.16 -3.45 -1.54  -0.364
C16 -4.04 -6.45 -1.80  -0.053
C17 -5.30 -5.49 -3.73  -0.052
C18 -3.93 -2.41 -4.57  -0.038
H19 -1.09 -2.40 -2.62  0.070
H20 -2.66 -1.54 -2.29  0.063
H21 -1.69 -1.30 -3.80  0.064
H22 -0.90 -4.14 -3.86  0.115
H23 -1.57 -3.32 -5.32  0.103
H24 -1.37 -5.65 -5.57  0.090
H25 -2.85 -5.16 -6.05  0.096
H26 -2.13 -6.63 -3.41  0.103
H27 -3.21 -6.92 -4.65  0.098
H28 -3.10 -6.67 -1.30  0.062
H29 -4.49 -7.43 -1.97  0.057
H30 -4.74 -5.96 -1.12  0.055
H31 -6.17 -5.33 -3.10  0.066
H32 -5.37 -6.52 -4.10  0.055
H33 -5.36 -4.88 -4.63  0.049
H34 -4.76 -1.91 -4.07  0.071
H35 -4.31 -3.22 -5.18  0.044
H36 -3.39 -1.70 -5.20  0.058
C19 0.78 6.17 -2.93  -0.026
C20 -0.55 5.70 -3.39  -0.498
O3 -1.49 5.62 -2.61  0.039
C21 -0.65 5.13 -4.83  -0.014
H37 0.84 7.22 -3.21  0.092
H38 1.57 5.66 -3.48  0.084
H39 0.77 5.94 -1.87  0.092
H40 -0.28 5.92 -5.49  0.078
H41 -1.72 4.97 -4.97  0.076
H42 -0.09 4.20 -4.90  0.087

Summary:
energy relative to the best compared isomer or geometry (same formula, charge and spin) = 131.3 kcal per mole
HOMO-LUMO gap = 0.0656 Eh
charge = -1

(6)
Density functional theory data (wB97M-V/def2-TZVPD) for a 3-piece molecular cluster, C21H26N3O6 overall at a distorted geometry.

Each line ends with the Löwdin charge.
Atoms and positions in Å:
C1 -1.65 -1.40 2.25  0.034
C2 -2.95 -1.02 2.24  -0.066
C3 -3.55 0.15 1.52  -0.476
O1 -4.16 1.02 2.12  0.084
O2 -3.40 0.24 0.19  0.009
C4 -3.45 -0.98 -0.57  -0.160
C5 -2.13 -1.42 -1.24  -0.159
C6 -0.85 -0.75 -0.74  -0.193
C7 0.24 -0.80 -1.85  -0.220
C8 0.70 0.58 -2.32  -0.245
C9 1.22 1.50 -1.20  -0.485
N1 2.56 1.94 -1.45  -0.115
H1 -0.82 -0.79 2.55  0.082
H2 -1.43 -2.43 1.99  0.035
H3 -3.66 -1.64 2.79  0.110
H4 -4.17 -0.79 -1.36  0.116
H5 -3.88 -1.80 0.01  0.110
H6 -2.02 -2.49 -1.04  0.078
H7 -2.21 -1.32 -2.32  0.101
H8 -0.99 0.29 -0.47  0.102
H9 -0.45 -1.33 0.08  0.077
H10 1.12 -1.31 -1.45  0.102
H11 -0.11 -1.38 -2.70  0.089
H12 1.54 0.43 -2.99  0.078
H13 -0.08 1.05 -2.93  0.094
H14 0.50 2.33 -1.06  0.074
H15 1.18 0.92 -0.25  0.083
H16 2.71 2.71 -0.80  -0.092
C10 -0.76 -7.58 3.88  -0.076
C11 -0.31 -8.13 2.69  -0.069
C12 -0.39 -7.40 1.51  -0.004
C13 -0.93 -6.13 1.55  -0.138
C14 -1.39 -5.57 2.72  0.003
C15 -1.31 -6.30 3.89  -0.063
N2 -1.00 -5.35 0.30  -0.335
O3 -0.61 -5.87 -0.72  0.096
O4 -1.45 -4.22 0.38  0.069
H17 -0.69 -8.14 4.80  0.105
H18 0.12 -9.12 2.68  0.106
H19 -0.04 -7.83 0.58  0.119
H20 -1.81 -4.57 2.73  0.105
H21 -1.66 -5.87 4.82  0.108
C16 3.84 8.85 -1.91  -0.108
C17 2.92 8.28 -2.78  -0.090
C18 2.33 7.06 -2.48  -0.010
C19 2.67 6.42 -1.30  -0.148
C20 3.58 6.98 -0.42  -0.011
C21 4.17 8.20 -0.73  -0.092
N3 2.04 5.16 -0.97  -0.375
O5 1.25 4.68 -1.77  0.036
O6 2.34 4.63 0.11  0.014
H22 4.29 9.80 -2.15  0.093
H23 2.66 8.78 -3.71  0.097
H24 1.62 6.61 -3.16  0.113
H25 3.84 6.47 0.50  0.112
H26 4.88 8.64 -0.05  0.097

Summary:
energy relative to the best compared isomer or geometry (same formula, charge and spin) = 280.5 kcal per mole
HOMO-LUMO gap = 0.0770 Eh
charge = -1

(7)
Density functional theory data (wB97M-V/def2-TZVPD) for one molecule with the formula C4H6N2 at a distorted geometry.

Each line ends with the Löwdin charge.
Atoms and positions in Å:
H1 -0.11 -2.26 -0.65  0.055
N1 0.53 -1.80 -0.01  0.139
C1 0.27 -0.59 0.25  -0.434
C2 1.12 0.28 1.15  -0.016
C3 -0.97 0.02 -0.41  -0.138
C4 -0.69 1.21 -1.22  -0.264
N2 -0.51 2.00 -2.03  0.150
H2 0.91 -0.08 2.13  0.076
H3 0.71 1.28 0.84  0.088
H4 2.11 0.04 0.78  0.085
H5 -1.53 -0.51 -1.11  0.091
H6 -1.82 0.43 0.29  0.167

Summary:
SMILES = [H]/N=C(/C)CC#N
energy relative to the best compared isomer or geometry (same formula, charge and spin) = 36.5 kcal per mole
HOMO-LUMO gap = 0.4001 Eh

(8)
Density functional theory data (wB97M-V/def2-TZVPD) for C3H6ClKO3P as an isolated structure at a distorted geometry.

Each line ends with the Löwdin charge.
Atoms and positions in Å:
C1 0.90 -1.75 -0.11  -0.247
P1 0.46 -0.06 -0.60  0.983
C2 1.95 0.89 -0.22  -0.259
O1 -0.56 0.41 0.78  -0.167
C3 -1.85 0.48 0.59  -1.015
O2 -2.64 0.43 1.50  0.059
O3 -2.28 0.62 -0.72  -0.634
Cl1 -3.31 -0.66 -1.12  0.840
H1 1.88 -1.83 0.36  0.048
H2 0.15 -2.18 0.56  0.057
H3 0.89 -2.33 -1.04  0.047
H4 2.69 0.37 0.39  0.049
H5 1.70 1.83 0.29  0.046
H6 2.39 1.15 -1.19  0.047
K1 -2.37 2.64 0.53  1.148

Summary:
HOMO-LUMO gap = 0.3083 Eh
charge = +1

Number 2 is which compound?
C16H29IrN3P2